# 1
{
  "formula": "C12H20N2O",
  "method": "ωB97M-V/def2-TZVPD",
  "gap_ev": [5.4, 7.9],
  "spin_multiplicity": 3,
  "lumo_ev": [0.838, -1.392],
  "symbols": ["C", "C", "C", "C", "C", "C", "C", "C", "C", "C", "C", "C", "N", "N", "O", "H", "H", "H", "H", "H", "H", "H", "H", "H", "H", "H", "H", "H", "H", "H", "H", "H", "H", "H", "H"],
  "xyz": [[0.028, 0.123, 2.000], [-1.824, -0.010, -1.254], [-0.988, 0.473, -0.102], [-2.168, -1.508, -1.152], [-2.468, -1.825, 0.276], [-0.822, -0.269, 0.984], [-1.506, 2.798, -0.102], [3.987, 1.441, -0.561], [-0.801, -2.463, 2.041], [-0.355, 1.812, -0.184], [3.436, 0.071, -1.039], [2.370, -0.599, -0.317], [0.683, 0.462, 2.879], [-1.376, -1.551, 1.152], [1.519, -1.170, -0.945], [-2.738, 0.681, -1.499], [-2.981, -1.851, -1.797], [-1.311, -1.923, -1.634], [-3.377, -1.293, 0.674], [-2.844, -2.850, 0.257], [-2.026, 2.908, 0.739], [-2.248, 2.818, -0.874], [-1.122, 3.799, -0.225], [3.240, 2.228, -0.442], [4.796, 1.650, -1.244], [4.286, 1.288, 0.479], [0.213, -2.285, 2.133], [-1.287, -2.615, 3.113], [-1.051, -3.444, 1.649], [0.391, 2.002, 0.572], [-0.096, 2.010, -1.197], [4.240, -0.627, -0.915], [3.210, 0.097, -2.075], [2.269, -0.661, 0.786], [-1.281, 0.285, -2.173]],
  "atomic_forces_ev_per_a": [[-1.537, -0.855, -1.582], [-0.874, 2.046, -0.931], [-1.469, 2.718, -6.471], [-0.157, 2.087, -1.118], [-1.886, -1.074, 0.213], [0.928, -4.812, 6.827], [1.636, 2.068, -2.196], [-0.976, -1.289, 1.004], [-3.059, -2.384, 2.135], [-2.387, -0.392, -0.321], [1.292, 1.564, 0.670], [-1.440, -0.154, 0.556], [1.898, 0.890, 2.232], [0.366, 2.565, -1.213], [-1.079, -0.776, -0.421], [0.746, -1.152, 1.148], [-0.301, 0.500, 0.167], [0.897, -1.271, 0.624], [0.667, 0.093, -0.696], [0.749, -0.368, 0.756], [-1.958, -0.389, 3.961], [-0.269, -0.954, -0.853], [0.624, 0.624, -0.062], [-0.006, 0.001, -0.792], [0.267, 0.664, 0.259], [0.727, 0.157, -0.163], [2.004, 0.146, 0.304], [0.797, 1.200, -1.747], [0.608, -0.368, -0.320], [0.337, 0.077, -0.069], [1.451, -0.246, -0.844], [0.938, -0.500, -0.103], [-0.479, -0.099, -0.939], [0.701, 0.424, -0.058], [0.246, -0.737, 0.045]],
  "lowdin_charge": [-0.288, -0.145, -0.226, -0.159, -0.170, -0.240, -0.089, -0.074, -0.046, -0.168, -0.212, -0.285, 0.139, -0.074, 0.044, 0.135, 0.117, 0.107, 0.151, 0.124, 0.034, 0.070, 0.077, 0.067, 0.068, 0.074, 0.063, 0.144, 0.091, 0.107, 0.105, 0.114, 0.105, 0.122, 0.116]
}

# 2
{
  "formula": "C6H11NO",
  "method": "ωB97M-V/def2-TZVPD",
  "gap_ev": 9.1,
  "spin_multiplicity": 1,
  "lumo_ev": 0.215,
  "de_lowest_kcal_mol": 64.2,
  "symbols": ["C", "C", "C", "C", "C", "C", "N", "O", "H", "H", "H", "H", "H", "H", "H", "H", "H", "H", "H"],
  "xyz": [[-1.095, -0.678, 1.061], [0.403, -1.669, -0.711], [0.004, 1.936, 1.278], [1.039, -0.803, -1.790], [0.302, -0.817, 0.622], [-0.674, 0.944, 0.382], [-1.353, 1.191, -0.645], [1.304, -0.692, 1.331], [-1.433, 2.181, -0.871], [-1.226, -0.761, 2.138], [-1.885, -1.002, 0.393], [-0.573, -2.026, -1.037], [1.038, -2.526, -0.486], [1.061, 1.689, 1.371], [-0.414, 1.888, 2.283], [-0.082, 2.950, 0.886], [0.368, -0.001, -2.091], [1.233, -1.417, -2.670], [1.983, -0.387, -1.444]],
  "atomic_forces_ev_per_a": [[2.034, 2.932, -0.907], [0.474, 1.773, 0.317], [0.516, -0.261, 0.066], [0.055, -0.506, -0.557], [0.476, -5.518, 0.090], [-3.101, 0.231, 1.707], [-0.254, -0.473, -0.072], [-0.948, 0.877, -0.709], [0.661, 0.070, -0.169], [-0.168, 0.672, -0.118], [0.229, -0.068, 0.211], [-0.019, 0.071, 0.117], [-0.005, 0.089, 0.171], [-0.006, 0.025, 0.056], [-0.074, -0.010, -0.048], [-0.128, -0.068, -0.087], [0.070, 0.010, 0.035], [0.149, 0.111, -0.119], [0.039, 0.043, 0.017]],
  "lowdin_charge": [0.044, -0.159, -0.033, -0.112, -0.531, -0.339, 0.156, 0.028, 0.072, 0.113, 0.096, 0.100, 0.114, 0.079, 0.091, 0.081, 0.052, 0.068, 0.078]
}

# 3
{
  "formula": "C28H77N7O7",
  "method": "ωB97M-V/def2-TZVPD",
  "gap_ev": 9.3,
  "spin_multiplicity": 1,
  "lumo_ev": 0.538,
  "smiles": "COC[C@H](C)N.COC[C@H](C)N.COC[C@H](C)N.COC[C@H](C)N.COC[C@H](C)N.COC[C@H](C)N.COC[C@H](C)N",
  "de_lowest_kcal_mol": 85.6,
  "symbols": ["C", "C", "C", "O", "C", "N", "H", "H", "H", "H", "H", "H", "H", "H", "H", "H", "H", "C", "C", "C", "O", "C", "N", "H", "H", "H", "H", "H", "H", "H", "H", "H", "H", "H", "C", "C", "C", "O", "C", "N", "H", "H", "H", "H", "H", "H", "H", "H", "H", "H", "H", "C", "C", "C", "O", "C", "N", "H", "H", "H", "H", "H", "H", "H", "H", "H", "H", "H", "C", "C", "C", "O", "C", "N", "H", "H", "H", "H", "H", "H", "H", "H", "H", "H", "H", "C", "C", "C", "O", "C", "N", "H", "H", "H", "H", "H", "H", "H", "H", "H", "H", "H", "C", "C", "C", "O", "C", "N", "H", "H", "H", "H", "H", "H", "H", "H", "H", "H", "H"],
  "xyz": [[-5.405, -2.886, -1.008], [-3.991, -3.307, -0.599], [-3.688, -3.371, 0.901], [-3.685, -2.069, 1.474], [-3.537, -2.032, 2.923], [-3.685, -4.603, -1.189], [-6.236, -3.539, -0.743], [-5.556, -2.930, -2.087], [-5.593, -1.902, -0.577], [-3.318, -2.636, -1.133], [-2.691, -3.767, 1.090], [-4.381, -4.095, 1.330], [-4.355, -2.604, 3.361], [-3.612, -1.037, 3.363], [-2.597, -2.425, 3.312], [-3.875, -4.671, -2.179], [-2.688, -4.766, -1.195], [0.269, -5.140, -4.311], [0.015, -4.216, -3.130], [-0.505, -2.847, -3.641], [0.418, -2.106, -4.497], [1.161, -1.156, -3.864], [-1.061, -4.861, -2.375], [0.464, -6.168, -4.007], [1.223, -4.825, -4.733], [-0.500, -5.207, -5.081], [0.887, -4.236, -2.477], [-0.910, -2.237, -2.833], [-1.463, -3.049, -4.120], [0.615, -0.257, -3.576], [1.919, -0.851, -4.586], [1.633, -1.509, -2.947], [-1.801, -5.051, -3.036], [-0.696, -5.741, -2.040], [4.157, -3.417, 1.745], [4.486, -2.440, 2.908], [3.937, -2.928, 4.346], [2.583, -3.007, 4.252], [2.022, -3.301, 5.566], [5.931, -2.281, 2.954], [4.681, -3.215, 0.811], [3.091, -3.513, 1.536], [4.571, -4.387, 2.020], [3.981, -1.485, 2.756], [4.205, -2.217, 5.128], [4.336, -3.912, 4.594], [2.376, -4.267, 5.927], [0.941, -3.436, 5.572], [2.203, -2.572, 6.357], [6.359, -3.195, 2.933], [6.341, -1.935, 2.098], [5.625, 1.398, -1.285], [4.201, 1.172, -0.773], [3.335, 0.613, -1.925], [3.382, 1.140, -3.217], [2.694, 2.397, -3.377], [4.371, 0.259, 0.355], [5.682, 2.420, -1.660], [6.099, 0.755, -2.027], [6.360, 1.409, -0.480], [3.811, 2.109, -0.375], [2.288, 0.495, -1.647], [3.569, -0.438, -2.094], [2.774, 2.722, -4.414], [3.091, 3.065, -2.612], [1.629, 2.275, -3.182], [3.541, 0.123, 0.914], [5.017, 0.596, 1.055], [-1.431, 3.320, 4.644], [-0.053, 3.113, 3.961], [0.195, 1.693, 3.554], [0.555, 1.007, 4.740], [0.368, -0.427, 4.705], [0.027, 3.939, 2.778], [-1.693, 4.378, 4.644], [-1.319, 3.116, 5.709], [-2.263, 2.775, 4.198], [0.699, 3.496, 4.652], [1.030, 1.650, 2.855], [-0.685, 1.285, 3.056], [0.802, -0.896, 5.588], [0.816, -0.884, 3.823], [-0.664, -0.718, 4.512], [0.941, 3.903, 2.349], [-0.052, 4.876, 3.146], [-4.011, 7.621, -2.572], [-2.988, 7.171, -3.579], [-2.543, 5.718, -3.320], [-1.952, 5.602, -2.031], [-1.761, 4.298, -1.606], [-3.410, 7.424, -4.926], [-4.463, 8.545, -2.933], [-3.633, 7.724, -1.555], [-4.786, 6.857, -2.518], [-2.103, 7.780, -3.400], [-1.819, 5.389, -4.066], [-3.485, 5.201, -3.501], [-2.491, 3.522, -1.834], [-1.528, 4.134, -0.554], [-0.913, 3.855, -2.128], [-2.594, 7.199, -5.478], [-3.444, 8.420, -5.088], [-2.848, 1.036, 0.323], [-1.365, 0.602, 0.364], [-0.868, -0.382, -0.781], [0.503, -0.795, -0.633], [0.631, -2.072, -0.016], [-0.505, 1.774, 0.403], [-3.554, 0.220, 0.480], [-3.100, 1.506, -0.627], [-2.941, 1.756, 1.136], [-1.196, -0.022, 1.242], [-1.008, 0.159, -1.717], [-1.480, -1.281, -0.703], [1.660, -2.385, 0.162], [0.218, -2.912, -0.574], [0.168, -2.156, 0.968], [0.483, 1.569, 0.406], [-0.592, 2.397, 1.193]],
  "atomic_forces_ev_per_a": [[-0.250, -0.051, 0.436], [0.024, -0.322, -1.409], [0.455, 0.231, -0.179], [-0.211, 0.615, 1.233], [-0.648, -0.600, -0.680], [-0.118, -1.375, 0.554], [0.305, -0.356, 0.939], [0.628, 0.688, -0.239], [-0.230, 0.115, -0.388], [0.144, 0.928, 0.610], [0.254, -0.403, -0.382], [-0.414, 0.244, 0.443], [-0.018, -0.203, 0.121], [-0.119, 0.334, -0.834], [0.285, -0.359, -0.466], [-0.709, 0.454, -0.055], [0.206, 0.198, 0.524], [1.901, 0.028, -0.390], [-1.084, -0.785, -1.024], [0.619, 0.431, 0.372], [-2.581, -2.520, 0.030], [1.247, 1.132, 0.558], [0.026, 0.847, 0.766], [-0.120, -0.059, 0.402], [-0.099, 0.032, -0.721], [-0.141, 0.507, 0.113], [0.133, 0.655, -0.139], [0.783, 0.319, 0.519], [0.272, -0.200, -1.057], [-0.426, 0.149, -0.029], [0.176, 0.069, 0.222], [0.207, -0.196, 0.050], [-0.182, -0.322, -0.023], [-0.218, -0.241, -0.003], [-0.244, -0.193, 0.721], [-0.332, -0.955, 0.200], [1.988, 0.504, -2.003], [-3.048, -0.178, 1.664], [-0.192, -0.674, -0.557], [0.690, 0.122, 0.585], [-0.080, 0.744, 0.070], [-0.001, -0.109, 0.102], [-0.296, -0.338, 0.229], [0.236, 0.169, -0.139], [0.496, 0.197, -0.052], [0.473, -0.222, 0.066], [0.470, -0.094, -0.045], [-0.072, 0.287, -0.844], [0.569, 0.423, -0.326], [-0.081, -0.515, 0.633], [-0.579, 0.770, -0.328], [0.758, 1.509, 0.049], [1.367, -0.117, -0.437], [-1.116, -1.706, 0.608], [0.308, 1.340, -0.672], [0.148, -1.073, 0.709], [-0.825, -1.221, 0.351], [0.066, 0.030, -0.442], [-0.845, -0.365, -0.155], [-0.201, -0.072, 0.424], [-0.152, 0.393, -0.438], [-0.341, 0.558, 0.510], [0.745, -0.121, 0.327], [0.490, 0.120, 0.250], [0.007, 0.611, -0.451], [-0.242, -0.151, 0.176], [-0.609, -0.122, -0.335], [0.447, 0.377, -0.407], [0.817, 0.394, 0.296], [-0.809, 0.513, 0.240], [0.594, -0.346, 0.983], [-0.414, -1.526, 0.301], [0.108, 0.657, -1.118], [-0.547, 0.724, -0.539], [-0.003, 0.154, -0.323], [-0.228, -0.548, -0.050], [0.184, -0.159, -0.017], [0.233, -0.691, 0.449], [0.182, -0.102, -0.278], [-0.170, -0.225, 0.110], [-0.272, 0.398, -0.013], [0.828, 0.172, -0.099], [-0.540, 0.299, 0.765], [0.268, -0.183, -0.009], [-0.200, 0.439, -0.528], [-0.685, -0.451, -0.003], [1.941, 0.676, 1.827], [-0.341, 0.864, -0.476], [-1.480, 0.713, -0.146], [1.204, -2.039, -0.303], [0.045, -0.611, -1.079], [-0.060, 0.103, 0.289], [0.227, 0.162, -0.218], [-0.358, 0.065, -0.040], [0.444, 0.137, 0.325], [0.109, -0.058, -0.273], [0.032, -0.975, 0.576], [-1.094, 0.598, -0.149], [-0.126, 0.914, 0.097], [0.645, 0.094, -0.137], [0.021, -0.489, -0.605], [-0.491, 0.315, 0.318], [0.853, -0.369, -0.199], [0.912, -1.048, -0.233], [-0.552, 0.866, 1.224], [-0.291, -0.202, 0.307], [0.000, -0.527, 0.424], [0.364, 0.529, -0.717], [0.241, -0.137, 0.121], [0.112, 0.209, 0.026], [-0.335, 0.145, -0.093], [-0.297, -0.119, 0.642], [0.268, -0.306, -0.304], [-0.346, 0.082, -0.360], [0.343, 0.793, -0.317], [-0.424, 0.232, -0.610], [-0.291, 0.491, 0.217], [0.066, -0.601, -0.362], [-0.785, 0.061, 0.144]],
  "lowdin_charge": [-0.056, -0.430, -0.193, -0.211, -0.079, 0.015, 0.075, 0.071, 0.075, 0.114, 0.119, 0.126, 0.082, 0.080, 0.073, 0.059, 0.013, -0.076, -0.412, -0.142, -0.153, -0.149, 0.011, 0.074, 0.079, 0.087, 0.136, 0.098, 0.123, 0.083, 0.099, 0.077, 0.070, 0.087, -0.065, -0.384, -0.231, -0.190, -0.095, 0.020, 0.071, 0.052, 0.072, 0.112, 0.121, 0.120, 0.085, 0.084, 0.083, 0.063, 0.062, -0.066, -0.406, -0.232, -0.198, -0.066, 0.032, 0.073, 0.085, 0.066, 0.125, 0.096, 0.125, 0.091, 0.083, 0.073, 0.056, 0.067, -0.037, -0.438, -0.226, -0.168, -0.071, 0.025, 0.069, 0.076, 0.076, 0.138, 0.120, 0.108, 0.072, 0.074, 0.076, 0.078, 0.076, -0.062, -0.490, -0.192, -0.158, -0.146, 0.034, 0.075, 0.081, 0.080, 0.130, 0.122, 0.125, 0.073, 0.070, 0.073, 0.069, 0.073, -0.030, -0.405, -0.156, -0.209, -0.091, 0.055, 0.059, 0.064, 0.075, 0.104, 0.119, 0.096, 0.070, 0.067, 0.084, 0.063, 0.021]
}

The calculation returns the following E values, one per record and in order: -17790.0520, -9935.6711, -55041.4254 eV.